Density functional theory data (ωB97M-V/def2-TZVPD) for 12 unconnected molecules or ions with the total composition C29H82O12.

Output
ΔE to the lowest compared entry with this formula, charge and spin = 83.6 kcal per mole
SMILES string = CC(C)O.CC(C)O.CC(C)O.CC(C)O.CC(C)O.CC(C)O.CC(C)O.CC(C)O.CC(C)O.CO.CO.O
Lowest unoccupied orbital energy = 0.0 eV
Orbital gap = 9.9 eV
Molecular weight = 623.0 u
Calculated total energy = -55968.167 eV

Last column: Mulliken charge in e.
Atoms and positions in Å:
C (-20.44739, -10.05590, -5.69874)  0.26
H (-22.51415, -2.80968, 2.96894)  0.33
C (-20.23269, -4.03728, -9.38207)  -1.13
H (-13.02383, -4.98581, -7.60466)  0.30
H (-19.03473, 2.75540, -7.65160)  0.31
H (-12.93633, -1.38798, 2.01981)  0.17
H (-20.50451, -3.74201, -8.36865)  0.29
O (-21.74331, -9.88900, -5.22987)  -0.54
H (-24.76366, -3.26653, -4.42635)  0.28
H (-19.36901, -3.42168, -9.63345)  0.36
C (-12.53708, 3.96737, -0.07918)  0.63
O (-17.86249, 4.70559, -9.15418)  -0.55
H (-18.41282, -0.36674, -3.23654)  0.33
C (-13.85584, 3.48242, -0.70149)  -1.32
C (-12.53521, -3.02819, 3.37552)  -1.27
H (-21.75311, -2.65991, -10.19519)  0.19
C (-18.54438, -2.46291, -2.70411)  0.48
H (-14.59961, -10.33713, -2.13828)  0.37
C (-12.50704, -0.62222, 4.03649)  -1.33
H (-12.02381, 0.33330, 3.83262)  0.34
H (-24.03980, -4.04962, 5.75028)  0.35
H (-23.00308, -4.66392, -9.28391)  0.30
H (-12.87586, -10.18272, 0.70101)  0.35
H (-14.63387, -2.70792, -8.06413)  0.23
O (-10.96946, -1.58542, 2.42014)  -0.57
H (-18.54119, -9.51788, -4.83790)  0.33
C (-12.30860, -1.59092, 2.88749)  0.61
H (-19.89591, -5.06881, -9.48519)  0.30
C (-14.64407, -8.39427, -0.62533)  -1.13
H (-14.35445, -7.86458, 0.28222)  0.32
H (-12.02456, -3.38800, 4.26876)  0.33
C (-21.37886, -3.67305, -10.34213)  0.50
H (-25.89433, -5.43119, -2.64068)  0.36
C (-17.36528, 3.41576, -8.83681)  0.64
H (-20.30684, -1.63192, -2.60748)  0.31
H (-26.40822, -3.82746, -4.60154)  0.36
H (-15.36600, -9.10834, -0.22910)  0.33
H (-20.23925, -11.11753, -5.83194)  0.31
C (-19.60692, -9.40250, -4.64038)  -1.02
H (-18.21276, -1.36816, -4.61756)  0.32
H (-24.20102, -4.85426, -2.59445)  0.27
C (-24.88672, -5.58226, -3.02799)  -1.12
O (-10.64192, -4.15267, -1.38276)  -0.50
O (-19.94544, -2.51489, -2.71398)  -0.49
H (-12.12289, -0.90339, 5.01704)  0.33
C (-22.63642, -4.58511, -10.30736)  -1.21
H (-12.53063, -4.12217, -1.76676)  0.17
H (-23.35627, -2.43486, 4.52514)  0.28
H (-11.34479, 5.41813, -0.45689)  0.31
H (-11.59061, -4.23613, -3.25951)  0.30
H (-24.30268, -2.73103, 3.14844)  0.31
H (-15.18069, -7.75558, -1.32691)  0.32
H (-20.12828, -3.19941, -11.65366)  0.30
H (-13.58472, -3.09105, 3.66309)  0.34
C (-23.36425, -3.03264, 3.61371)  -1.13
H (-21.85501, -4.69985, 5.68242)  0.31
H (-14.57982, 4.27159, -0.90442)  0.34
C (-16.40318, 3.52376, -7.66401)  -1.29
H (-14.11314, -10.97895, -0.07806)  0.34
H (-13.51458, -0.27328, 4.26275)  0.38
C (-14.46067, -3.78401, -8.07575)  -0.54
H (-22.16272, 1.69389, -0.57506)  0.32
H (-12.43470, -3.83556, 2.65016)  0.36
H (-18.51457, 4.66564, -9.85760)  0.30
H (-16.26093, 2.59879, -7.10518)  0.33
H (-23.38538, 0.99347, -1.12860)  0.31
O (-13.10933, -4.04450, -7.77264)  -0.50
H (-19.96367, -8.37365, -4.59216)  0.20
H (-19.41753, -9.45918, -7.47944)  0.34
C (-20.42027, -9.35310, -7.06546)  -1.13
C (-12.79263, 4.65970, 1.31971)  -1.35
H (-13.15091, 5.67919, 1.17694)  0.38
H (-18.29630, 1.41171, -8.61202)  0.31
C (-17.97362, -1.31193, -3.55561)  -1.30
O (-12.04509, 4.94553, -0.91277)  -0.55
H (-14.44514, 2.82261, -0.06471)  0.36
O (-24.32465, -4.54624, 4.97968)  -0.55
H (-11.89517, 4.82938, 1.91460)  0.37
O (-13.88511, -9.74817, -2.39169)  -0.55
C (-13.44010, -9.18493, -1.16652)  0.19
H (-23.43214, -4.14265, -10.90666)  0.32
H (-11.74419, -2.68136, -2.46122)  0.26
H (-16.70945, 4.15543, -6.83017)  0.35
H (-18.27127, -3.44577, -3.08815)  0.23
H (-18.56176, -3.29542, -0.75909)  0.31
H (-19.31537, 2.59051, -9.36048)  0.39
H (-18.56835, -1.60182, -0.73681)  0.28
H (-23.05112, -4.78695, -4.45756)  0.32
O (-22.45425, 0.86257, -0.94943)  -0.63
H (-25.37400, -6.15221, -5.10503)  0.30
C (-21.91482, -4.87070, 4.60756)  -1.08
H (-20.61775, -8.28603, -6.96326)  0.26
H (-12.54536, -8.58416, -1.32962)  0.34
H (-14.72525, -3.94925, -9.12017)  0.26
H (-21.85137, -5.94584, 4.43974)  0.29
C (-13.19847, -10.43318, -0.30958)  -1.22
H (-15.36074, 3.77867, -7.85490)  0.33
H (-15.19767, -4.24910, -7.42108)  0.25
H (-12.43220, -11.14635, -0.61344)  0.34
C (-18.08147, -2.44034, -1.23474)  -1.19
C (-24.84244, -5.39039, -4.53479)  0.25
H (-16.89927, -1.14353, -3.48130)  0.35
C (-25.38632, -3.99930, -4.93961)  -1.14
C (-23.31956, -4.47317, 4.00785)  0.26
O (-20.88782, -3.78650, -11.64782)  -0.54
H (-11.80924, 3.16532, 0.04363)  0.18
H (-21.96841, -8.95851, -5.30128)  0.34
H (-17.00420, -2.39650, -1.07451)  0.36
H (-16.86603, 3.03859, -9.72933)  0.17
H (-19.72875, -9.80246, -3.63376)  0.31
H (-21.12730, -9.73603, -7.80137)  0.33
H (-10.93191, -2.22820, 1.70808)  0.31
O (-23.52940, -5.43195, -4.98369)  -0.48
H (-24.49431, -6.56490, -2.76620)  0.30
C (-11.64547, -3.75236, -2.28429)  -0.51
H (-25.19500, -3.83320, -5.99974)  0.29
H (-23.51638, -5.10955, 3.14508)  0.32
C (-18.55564, 2.47014, -8.58819)  -1.28
H (-9.80434, -4.10191, -1.84911)  0.29
H (-13.47130, 4.07553, 1.94120)  0.33
H (-22.38464, -5.60415, -10.60108)  0.33
H (-13.69126, 2.98436, -1.65697)  0.31
H (-21.06105, -4.38570, 4.13434)  0.30